*P*
Here is a 2-piece molecular cluster, C2H4NP overall from the OMol25 dataset. Energies are from ωB97M-V with the def2-TZVPD basis set.

Its HOMO-LUMO gap is 10.4 eV. The SMILES is C#P.C=N. The HOMO energy comes out at -10.19 eV.

Positions of all 8 atoms, in Å:
C (-0.361, -2.096, 0.068)
P (1.118, -2.547, -0.083)
H (-1.316, -1.818, 0.390)
C (0.314, 1.320, 0.192)
N (-0.593, 1.601, -0.664)
H (1.211, 0.694, 0.356)
H (0.135, 1.988, 1.076)
H (-0.509, 0.859, -1.335)

*Q*
Here is one molecule with the formula C2H4NP from the OMol25 dataset. Energies are from ωB97M-V with the def2-TZVPD basis set.

Its HOMO-LUMO gap is 8.4 eV. The SMILES is [H]/P=C\N=C. The HOMO energy comes out at -8.43 eV.

Positions of all 8 atoms, in Å:
H (1.225, -1.318, -0.105)
P (2.162, -0.327, 0.106)
C (0.888, 0.742, 0.177)
N (-0.377, 0.533, -0.254)
C (-1.398, -0.220, -0.028)
H (0.992, 1.871, 0.108)
H (-2.175, -0.304, -0.804)
H (-1.317, -0.976, 0.800)

What is the stability order? It is *Q*, *P*, from most stable to least stable.

*P*
Here is a 2-piece molecular cluster, C2H6N4O overall from the OMol25 dataset. Energies are from ωB97M-V with the def2-TZVPD basis set.

Its HOMO-LUMO gap is 9.7 eV. The HOMO energy comes out at -9.00 eV.

Positions of all 13 atoms, in Å:
C (-1.473, 0.418, 2.199)
C (0.941, -0.107, 0.047)
N (-0.953, -0.517, -1.848)
N (-1.226, 0.024, -0.717)
N (-0.576, 0.622, 2.936)
N (-0.390, 0.220, 0.224)
O (-2.543, 0.314, 1.720)
H (1.209, -1.183, 0.434)
H (1.080, -0.155, -1.032)
H (1.550, 0.792, 0.591)
H (-1.823, -0.673, -2.378)
H (-2.204, 0.346, -0.324)
H (0.480, 0.469, 2.717)

*Q*
Here is one molecule with the formula C2H6N4O from the OMol25 dataset. Energies are from ωB97M-V with the def2-TZVPD basis set.

Its HOMO-LUMO gap is 9.5 eV. The SMILES is N/N=C\NNC=O. The HOMO energy comes out at -8.66 eV.

Positions of all 13 atoms, in Å:
N (-1.934, -0.356, -0.466)
N (-1.481, 0.803, -0.544)
C (-0.515, 1.183, 0.226)
N (0.060, 0.217, 1.177)
N (0.797, -0.774, 0.413)
C (1.801, -0.333, -0.506)
O (2.429, 0.734, -0.445)
H (-3.000, -0.706, -0.641)
H (-1.466, -1.067, 0.375)
H (0.089, 2.087, -0.011)
H (0.808, 0.601, 1.724)
H (0.307, -1.504, 0.065)
H (2.105, -0.886, -1.367)

What is the stability order? It is *P*, *Q*, from most stable to least stable.

*P*
Here is C10H8BrCl3N2O2PdS3SbSi as an isolated structure from the OMol25 dataset. Energies are from ωB97M-V with the def2-TZVPD basis set.

Its charge is -2. Its HOMO-LUMO gap (spin up / spin down) is 5.5 / 5.8 eV. The HOMO energy (spin up / spin down) comes out at -1.83 / -2.20 eV. As for the expectation value of S²: 0.755. As for the spin multiplicity: 2.

Positions of all 32 atoms, in Å:
Pd (0.234, -2.025, 0.800)
S (0.304, -5.004, -2.208)
Sb (0.195, -5.500, 0.045)
S (1.749, -3.927, 1.171)
S (-1.378, -3.883, 1.053)
Cl (1.658, -2.507, 3.957)
Si (0.134, -3.487, 2.750)
Cl (0.064, -5.359, 3.778)
Cl (-1.430, -2.451, 3.838)
N (-0.320, -1.773, -2.291)
C (-1.566, -1.259, -2.508)
C (-1.390, 0.084, -2.686)
N (-0.062, 0.409, -2.585)
C (0.547, -0.732, -2.345)
H (-0.092, -2.773, -2.194)
H (-2.443, -1.881, -2.492)
H (-2.143, 0.837, -2.858)
H (1.605, -0.852, -2.179)
Br (0.341, 6.747, 0.205)
C (0.326, 4.842, 0.355)
C (-0.885, 4.174, 0.303)
C (-0.887, 2.791, 0.415)
C (0.303, 2.093, 0.575)
C (1.503, 2.788, 0.620)
C (1.526, 4.171, 0.512)
C (0.286, 0.588, 0.687)
O (1.388, -0.013, 0.744)
O (-0.827, 0.015, 0.710)
H (-1.807, 4.725, 0.174)
H (-1.807, 2.224, 0.374)
H (2.416, 2.219, 0.737)
H (2.457, 4.719, 0.545)

*Q*
Here is C10H8BrCl3N2O2PdS3SbSi as an isolated structure from the OMol25 dataset. Energies are from ωB97M-V with the def2-TZVPD basis set.

Its charge is -2. Its HOMO-LUMO gap (spin up / spin down) is 4.0 / 4.0 eV. The HOMO energy (spin up / spin down) comes out at -0.65 / -0.63 eV. As for the expectation value of S²: 0.756. As for the spin multiplicity: 2.

Positions of all 32 atoms, in Å:
Pd (0.552, 2.526, -0.064)
S (3.669, 5.656, -0.778)
Sb (3.267, 3.535, -1.539)
S (2.697, 1.950, 0.564)
S (0.969, 3.491, -2.354)
Cl (0.195, 4.382, 1.571)
Si (0.684, 1.261, 1.771)
Cl (1.675, 1.327, 3.605)
Cl (-1.293, 0.981, 2.561)
N (-3.477, 1.902, -1.310)
C (-3.753, 2.902, -0.399)
C (-2.552, 3.273, 0.119)
N (-1.563, 2.523, -0.466)
C (-2.139, 1.710, -1.309)
H (-4.139, 1.402, -1.872)
H (-4.755, 3.243, -0.212)
H (-2.292, 4.012, 0.858)
H (-1.621, 1.001, -1.933)
Br (1.489, -7.067, -0.152)
C (1.238, -5.178, -0.033)
C (0.823, -4.484, -1.158)
C (0.639, -3.114, -1.062)
C (0.866, -2.458, 0.143)
C (1.288, -3.173, 1.259)
C (1.476, -4.544, 1.175)
C (0.639, -0.950, 0.203)
O (0.885, -0.469, 1.390)
O (0.287, -0.352, -0.792)
H (0.651, -5.003, -2.092)
H (0.327, -2.528, -1.915)
H (1.464, -2.645, 2.185)
H (1.804, -5.112, 2.034)

What is the stability order? It is *P*, *Q*, from most stable to least stable.

*P*
Here is one molecule with the formula C6H11N from the OMol25 dataset. Energies are from ωB97M-V with the def2-TZVPD basis set.

Its HOMO-LUMO gap is 9.1 eV. The SMILES is C/C=C/C/C=C/N. The HOMO energy comes out at -7.91 eV.

Positions of all 18 atoms, in Å:
C (0.842, -1.021, 3.027)
C (0.630, -0.394, 1.693)
C (0.312, -1.070, 0.592)
C (0.490, -0.549, -0.832)
C (-0.312, 0.702, -1.080)
C (-0.800, 0.979, -2.287)
N (-1.606, 2.040, -2.654)
H (0.322, -0.502, 3.842)
H (1.897, -1.025, 3.296)
H (0.495, -2.048, 3.108)
H (1.015, 0.608, 1.525)
H (0.088, -2.131, 0.669)
H (0.346, -1.414, -1.478)
H (1.551, -0.334, -0.974)
H (-0.357, 1.373, -0.236)
H (-0.680, 0.215, -3.040)
H (-2.392, 1.898, -3.266)
H (-1.842, 2.672, -1.904)

*Q*
Here is one molecule with the formula C6H11N from the OMol25 dataset. Energies are from ωB97M-V with the def2-TZVPD basis set.

Its HOMO-LUMO gap is 8.1 eV. The SMILES is C=C/C(C)=C(\C)N. The HOMO energy comes out at -7.09 eV.

Positions of all 18 atoms, in Å:
C (-1.563, 0.181, 2.177)
C (-0.956, -0.407, 1.143)
C (-0.006, 0.239, 0.254)
C (0.524, 1.606, 0.572)
C (0.380, -0.332, -0.914)
C (0.251, -1.798, -1.220)
N (0.993, 0.396, -1.894)
H (-2.386, -0.368, 2.623)
H (-1.276, 1.025, 2.787)
H (-1.154, -1.450, 0.944)
H (1.609, 1.714, 0.540)
H (0.137, 2.092, 1.466)
H (0.185, 2.321, -0.205)
H (-0.527, -2.062, -1.937)
H (0.001, -2.338, -0.315)
H (1.210, -2.126, -1.615)
H (1.294, 1.322, -1.648)
H (1.287, -0.015, -2.757)

*R*
Here is one molecule with the formula C6H11N from the OMol25 dataset. Energies are from ωB97M-V with the def2-TZVPD basis set.

Its HOMO-LUMO gap is 10.5 eV. The SMILES is [H]/N=C1/[C@H](C)C[C@@H]1C. The HOMO energy comes out at -9.51 eV.

Positions of all 18 atoms, in Å:
H (1.908, -1.067, -1.567)
N (1.302, -1.504, -0.867)
C (0.771, -0.622, -0.133)
C (-0.276, -0.725, 0.972)
C (-1.361, -1.786, 0.933)
C (-0.635, 0.742, 0.624)
C (0.720, 0.901, -0.104)
C (0.769, 1.715, -1.385)
H (0.244, -0.753, 1.940)
H (-2.108, -1.592, 1.713)
H (-1.874, -1.790, -0.035)
H (-0.949, -2.785, 1.102)
H (-0.858, 1.433, 1.439)
H (-1.459, 0.769, -0.098)
H (1.485, 1.257, 0.599)
H (1.767, 1.724, -1.837)
H (0.062, 1.329, -2.128)
H (0.492, 2.753, -1.168)

*S*
Here is a 2-piece molecular cluster, C6H11N overall from the OMol25 dataset. Energies are from ωB97M-V with the def2-TZVPD basis set.

Its HOMO-LUMO gap is 9.5 eV. The SMILES is C/C=C\C.C#CN. The HOMO energy comes out at -8.48 eV.

Positions of all 18 atoms, in Å:
C (-1.706, -0.686, -0.005)
C (-0.317, -0.706, -0.590)
C (0.825, -0.652, 0.219)
C (0.740, -0.539, 1.727)
H (-1.916, 0.252, 0.508)
H (-1.843, -1.484, 0.733)
H (-2.471, -0.810, -0.772)
H (-0.211, -1.284, -1.503)
H (1.688, -1.202, -0.151)
H (1.701, -0.247, 2.153)
H (0.454, -1.490, 2.188)
H (0.011, 0.204, 2.057)
C (-0.476, 1.043, -1.879)
C (0.425, 1.770, -1.417)
N (1.445, 1.821, -0.603)
H (-1.175, 0.875, -2.669)
H (1.331, 2.428, 0.202)
H (1.494, 0.708, -0.199)

What is the stability order? It is *R*, *Q*, *P*, *S*, from most stable to least stable.